No. 1
Formula: C42H81ClIN2O12PS2
Source: OMol25
Level of theory: the ωB97M-V functional and the def2-TZVPD basis

Output
Multiplicity: 1
M (g/mol): 1063.58
Total charge: 0
Lowest unoccupied orbital energy (eV): -1.075
Gap between HOMO and LUMO (eV): 7.92

Last column: Mulliken charge in e.
Atoms and positions in Å:
C (-9.86230, 5.90310, -4.14515)  -0.738
O (-9.58338, 5.39718, -5.42825)  -0.348
C (-8.39419, 4.62595, -5.46591)  -0.511
C (-7.92720, 4.47601, -6.90342)  -0.668
C (-6.39852, 4.25995, -7.01913)  -0.296
C (-6.01099, 2.97068, -7.73649)  -0.838
C (-4.58603, 2.49413, -7.46635)  -0.825
C (-4.31993, 2.11766, -6.00933)  -0.574
C (-2.99613, 1.37353, -5.83495)  -0.172
C (-2.49768, 1.34117, -4.39165)  -1.659
C (-0.99823, 1.00568, -4.26813)  2.139
C (-0.19671, 2.19319, -3.76529)  -1.463
C (1.33698, 1.98039, -3.61615)  -1.412
C (1.77937, 0.54488, -3.65979)  0.289
C (1.56095, -0.35899, -2.52336)  0.687
P (0.85955, 0.29506, -0.96642)  1.116
O (1.47212, -0.60456, 0.21120)  -0.330
O (1.55538, 1.71451, -0.67396)  -0.630
S (-1.04743, 0.42509, -0.85463)  -0.514
C (1.81211, -1.71872, -2.62358)  0.293
C (1.57412, -2.81705, -1.60890)  -2.236
C (0.09396, -3.08756, -1.28873)  1.068
C (-0.45986, -4.18462, -2.19046)  -1.431
Cl (-0.05100, -3.57543, 0.41816)  -0.127
C (2.35172, -2.16673, -3.85940)  0.527
N (2.65992, -3.43560, -4.15575)  -0.645
S (3.25495, -3.42866, -5.62939)  0.091
N (3.16402, -1.87778, -5.98713)  -0.565
C (2.63820, -1.27016, -4.91779)  0.496
C (2.33698, 0.11265, -4.80527)  -0.124
C (2.66341, 0.98217, -5.99383)  -1.568
C (1.46937, 1.49058, -6.79265)  -0.057
C (0.66653, 0.36883, -7.43775)  -1.274
I (1.55570, -0.33752, -9.23792)  0.036
H (-9.20512, 6.74514, -3.90600)  0.283
H (-9.72979, 5.13914, -3.37291)  0.309
H (-10.89607, 6.23598, -4.13370)  0.265
H (-8.59756, 3.64589, -5.01980)  0.284
H (-7.62325, 5.12117, -4.86493)  0.407
H (-8.24350, 5.36122, -7.45103)  0.339
H (-8.42066, 3.61494, -7.35455)  0.365
H (-5.97275, 4.27260, -6.01481)  0.192
H (-5.96841, 5.11564, -7.54054)  0.267
H (-6.71397, 2.17663, -7.47070)  0.451
H (-6.12327, 3.12747, -8.81217)  0.321
H (-4.38465, 1.62711, -8.10000)  0.361
H (-3.88677, 3.27955, -7.76790)  0.325
H (-5.14904, 1.49682, -5.66246)  0.248
H (-4.27244, 3.02485, -5.40664)  0.314
H (-3.11794, 0.34372, -6.17816)  0.354
H (-2.24867, 1.85738, -6.47239)  0.230
H (-2.68547, 2.31096, -3.92472)  0.448
H (-3.08353, 0.61771, -3.82370)  0.316
H (-0.63961, 0.68970, -5.25022)  -0.876
H (-0.88239, 0.14325, -3.61107)  -0.246
H (-0.60748, 2.54483, -2.82021)  0.601
H (-0.34285, 3.00691, -4.48213)  0.557
H (1.82606, 2.52186, -4.42336)  0.439
H (1.66622, 2.45572, -2.70422)  0.798
H (2.40474, -0.81493, 0.07255)  0.284
H (2.51969, 1.65653, -0.64157)  0.371
H (2.13710, -2.63746, -0.70108)  0.325
H (1.99113, -3.73256, -2.02115)  0.627
H (-0.50283, -2.19371, -1.44278)  -0.119
H (-0.12454, -3.99637, -3.21180)  0.337
H (-0.07008, -5.15248, -1.88177)  0.361
H (-1.54588, -4.20175, -2.16767)  0.387
H (3.25320, 1.83401, -5.64839)  0.524
H (3.30399, 0.41124, -6.66232)  0.479
H (1.85050, 2.13968, -7.58227)  0.506
H (0.79549, 2.10562, -6.19470)  -0.089
H (0.53500, -0.47930, -6.77079)  0.324
H (-0.32264, 0.71334, -7.72612)  0.599
C (4.67482, -7.08931, 7.25840)  -0.811
O (4.40408, -6.13647, 6.25780)  -0.205
C (5.33126, -6.17327, 5.18874)  -0.623
C (4.71691, -5.65128, 3.91094)  -0.175
O (3.82637, -6.55139, 3.27640)  -0.458
C (2.52903, -6.71017, 3.82778)  -0.554
C (1.58866, -5.56452, 3.53848)  -0.264
O (1.89554, -4.44081, 4.34450)  -0.381
C (1.55672, -3.21760, 3.73471)  -0.239
H (5.61181, -6.86808, 7.78349)  0.313
H (3.85564, -7.05285, 7.97375)  0.235
H (4.73462, -8.10011, 6.83867)  0.335
H (5.68494, -7.19811, 5.02361)  0.346
H (6.19693, -5.54409, 5.44097)  0.400
H (5.53203, -5.51901, 3.19548)  0.415
H (4.25239, -4.67657, 4.07790)  0.019
H (2.57102, -6.91430, 4.89985)  0.211
H (2.12428, -7.59501, 3.33137)  0.422
H (0.56087, -5.89121, 3.75046)  0.407
H (1.65397, -5.30561, 2.47488)  0.153
H (2.02100, -3.12855, 2.74507)  0.251
H (1.93379, -2.41585, 4.36712)  -0.106
H (0.47165, -3.10675, 3.63292)  0.280
C (-5.30279, 2.73600, 5.54738)  -0.793
O (-4.08637, 2.27149, 5.01359)  -0.235
C (-2.95114, 2.81743, 5.65912)  -0.778
C (-1.75673, 1.89960, 5.54200)  -0.134
O (-1.80397, 0.76741, 6.39316)  -0.421
C (-2.64611, -0.31156, 6.01750)  -0.567
C (-2.08363, -1.17123, 4.91044)  -0.178
O (-2.18535, -0.52859, 3.65528)  -0.430
C (-1.14816, -0.89772, 2.77192)  0.187
H (-5.44530, 3.80651, 5.35590)  0.319
H (-6.10451, 2.18387, 5.06088)  0.232
H (-5.35599, 2.56016, 6.62819)  0.334
H (-3.16374, 2.99399, 6.72057)  0.362
H (-2.69773, 3.77933, 5.19114)  0.402
H (-0.88631, 2.46639, 5.88209)  0.366
H (-1.58977, 1.61359, 4.50109)  0.134
H (-3.65289, 0.03139, 5.77021)  0.220
H (-2.71160, -0.93582, 6.91172)  0.422
H (-2.64135, -2.11864, 4.88083)  0.402
H (-1.03481, -1.39845, 5.14159)  0.053
H (-0.16910, -0.71699, 3.23558)  -0.200
H (-1.22411, -0.28468, 1.87649)  -0.044
H (-1.21887, -1.95220, 2.48009)  0.344
C (2.05099, 0.32273, 5.90709)  -0.265
O (3.43333, 0.60179, 5.95317)  -0.407
C (4.23388, -0.49857, 5.55885)  -0.113
C (5.53759, -0.03180, 4.95661)  -0.562
O (5.41772, 0.48171, 3.63810)  -0.442
C (4.88251, 1.78467, 3.48183)  -0.141
C (5.84613, 2.90058, 3.81337)  -0.664
O (6.00837, 3.04159, 5.21127)  -0.267
C (7.26380, 3.56586, 5.57561)  -0.776
H (1.76575, -0.42518, 6.65563)  0.415
H (1.51888, 1.24849, 6.11491)  0.248
H (1.75926, -0.03620, 4.91225)  -0.079
H (3.70207, -1.10999, 4.82061)  -0.039
H (4.44626, -1.12159, 6.43832)  0.420
H (6.17952, -0.90985, 4.85543)  0.448
H (6.03800, 0.67792, 5.61840)  0.193
H (3.94793, 1.90393, 4.03379)  0.156
H (4.65751, 1.86589, 2.41487)  0.274
H (5.44673, 3.83776, 3.39985)  0.386
H (6.81052, 2.69572, 3.33287)  0.351
H (8.08106, 2.96436, 5.16137)  0.334
H (7.32509, 3.53991, 6.66178)  0.230
H (7.38135, 4.60285, 5.23968)  0.326

Cartesian forces, eV/Å:
0.08 -0.11 0.02
-0.04 -0.07 -0.15
-0.20 0.21 0.01
0.30 -0.24 -0.06
-0.34 0.13 0.16
0.09 0.05 -0.15
-0.10 0.06 0.05
0.20 -0.06 -0.33
-0.20 0.11 0.18
0.13 0.02 0.01
-0.43 -0.28 -0.08
0.19 0.14 -0.15
-0.21 0.33 -0.03
-0.44 0.24 1.12
0.10 -0.23 -0.04
-0.53 0.16 0.25
0.07 -0.13 -0.12
0.15 0.03 -0.16
0.25 -0.01 0.01
-0.17 0.17 0.12
0.10 -0.02 0.13
0.15 -0.12 -0.66
0.17 0.17 0.08
-0.20 -0.07 0.23
0.04 0.04 -0.19
0.00 -0.21 0.13
0.07 -0.13 -0.19
0.07 0.08 -0.17
-0.01 -0.09 0.08
0.47 -0.49 -1.13
0.13 0.22 0.17
0.05 -0.09 -0.42
-0.29 0.27 0.16
0.08 -0.15 -0.04
0.03 0.05 0.03
-0.05 -0.07 0.04
-0.05 0.06 -0.02
0.14 -0.06 0.13
0.07 0.05 0.01
-0.01 0.06 -0.02
-0.21 0.08 -0.09
0.07 -0.06 0.04
0.18 0.00 0.00
-0.01 -0.05 0.10
-0.10 -0.07 -0.05
0.05 -0.03 -0.05
0.10 -0.02 -0.04
-0.04 0.06 0.24
-0.19 0.01 0.15
0.15 -0.02 -0.24
0.09 -0.02 -0.01
-0.01 0.06 0.02
-0.08 0.00 0.05
0.09 0.00 0.03
0.11 0.07 0.04
-0.08 -0.12 0.05
-0.04 0.12 0.06
0.05 -0.11 0.14
0.00 0.12 0.11
0.04 -0.05 0.14
0.02 0.10 0.04
-0.09 0.04 0.13
0.04 -0.03 -0.01
0.00 0.14 0.36
-0.10 0.01 -0.08
0.00 -0.08 -0.02
-0.07 -0.07 0.04
0.03 0.02 -0.07
0.06 -0.04 -0.06
-0.04 0.09 0.00
0.02 -0.11 0.09
0.11 -0.12 -0.07
0.00 0.00 -0.08
0.04 0.09 0.05
-0.14 -0.14 -0.14
0.02 0.07 0.14
0.04 0.10 -0.06
0.02 -0.05 -0.05
-0.04 -0.10 0.03
-0.10 0.04 0.08
0.25 0.01 -0.06
-0.05 -0.05 0.05
0.02 -0.03 -0.01
0.00 0.02 0.01
0.02 0.00 0.01
-0.01 -0.02 -0.01
0.07 -0.07 -0.04
0.00 0.03 0.00
-0.05 -0.05 0.09
0.02 0.12 0.02
0.00 -0.01 0.02
-0.02 -0.01 -0.09
0.02 0.01 0.00
-0.08 0.02 -0.03
-0.05 -0.03 0.07
0.03 0.00 -0.07
0.00 0.07 -0.09
0.04 -0.20 0.15
-0.07 0.08 -0.10
0.09 0.03 -0.06
0.03 0.00 0.06
-0.07 -0.05 0.06
-0.08 -0.08 -0.09
0.14 0.16 0.10
-0.05 0.01 -0.04
0.00 0.01 0.04
0.00 0.01 -0.02
0.00 0.02 0.00
0.00 -0.01 0.01
0.01 0.04 0.09
0.01 0.00 -0.03
-0.11 -0.02 0.00
0.04 0.05 -0.11
-0.02 0.01 0.00
0.07 -0.04 0.05
0.01 0.01 0.00
0.02 -0.06 -0.05
-0.08 -0.02 0.03
0.02 0.05 0.04
0.04 -0.02 0.09
0.01 0.07 -0.24
-0.10 0.10 0.15
0.11 -0.07 0.07
0.02 -0.03 -0.06
-0.10 0.01 -0.05
-0.03 0.14 0.05
0.07 -0.24 0.01
-0.06 0.09 0.02
-0.03 -0.02 -0.04
0.00 -0.01 0.04
-0.05 -0.01 0.02
0.02 -0.01 -0.01
0.01 -0.10 -0.07
0.02 0.01 0.00
-0.10 0.06 0.00
0.06 0.02 0.10
-0.03 0.01 0.01
0.06 0.00 -0.07
0.01 -0.02 0.01
0.00 0.01 -0.02
-0.02 0.02 0.00
0.03 -0.01 -0.02

=====

No. 2
Formula: C5H8O
Source: OMol25
Level of theory: the ωB97M-V functional and the def2-TZVPD basis

Output
Multiplicity: 1
Energy above the lowest of the compared OMol25 structures with the same formula, charge and spin (kcal/mol): 86.8
M (g/mol): 84.12
Total charge: 0
SMILES: CC=C=C=CO.[H][H]
Lowest unoccupied orbital energy (eV): 0.906
Gap between HOMO and LUMO (eV): 9.04

Last column: Mulliken charge in e.
Atoms and positions in Å:
C (-2.26072, 0.72915, -0.34228)  -1.025
C (-1.19189, 0.13806, -1.22269)  -0.758
C (0.07232, 0.02419, -0.87802)  0.530
C (1.28878, -0.10384, -0.52536)  0.361
C (2.53222, -0.27199, -0.12281)  -0.509
O (3.02831, 0.08027, 1.09316)  -0.500
H (-2.51294, 1.74856, -0.66030)  0.286
H (-3.18021, 0.13625, -0.39599)  0.316
H (-1.93773, 0.77052, 0.70198)  0.289
H (-0.33793, -1.34804, 1.93978)  0.109
H (-1.48827, -0.20521, -2.21286)  0.338
H (3.29868, -0.72305, -0.74548)  0.344
H (0.37602, -1.45691, 1.76389)  -0.119
H (2.31335, 0.48205, 1.60699)  0.340

Cartesian forces, eV/Å:
-0.04 0.04 0.09
0.16 -0.01 0.01
0.09 -0.02 0.01
-0.10 0.01 0.00
-0.13 -0.08 -0.30
-0.19 0.12 0.15
0.03 -0.15 0.02
0.15 0.07 0.01
-0.03 0.02 -0.17
0.05 -0.03 0.04
0.08 0.05 0.11
-0.13 0.06 0.03
-0.07 -0.03 0.03
0.13 -0.05 -0.03